1.
2 unconnected molecules or ions with the total composition C32H34N6O2 in a non-equilibrium geometry, computed with ωB97M-V/def2-TZVPD.

Cartesian coordinates (Å):
C  0.132  -4.994  6.224
N  -0.227  -5.316  4.843
C  -0.193  -6.751  4.582
C  -0.496  -4.362  3.851
C  -0.901  -4.749  2.565
C  -1.092  -3.838  1.562
C  -0.916  -2.457  1.790
C  -1.065  -1.477  0.729
C  -1.084  -1.897  -0.626
C  -1.328  -1.078  -1.687
C  -1.423  -1.494  -3.058
C  -1.673  -0.528  -4.043
C  -1.832  -0.885  -5.362
C  -1.740  -2.212  -5.738
C  -1.465  -3.179  -4.787
C  -1.304  -2.831  -3.467
C  -1.220  -0.059  1.089
C  -0.475  0.957  0.458
C  -0.647  2.269  0.801
C  -1.587  2.646  1.771
N  -1.810  3.997  2.099
C  -3.102  4.452  2.601
C  -0.701  4.940  2.229
C  -2.328  1.639  2.406
C  -2.136  0.325  2.086
C  -0.549  -2.068  3.090
C  -0.345  -2.984  4.089
H  -0.266  -4.028  6.528
H  -0.280  -5.752  6.891
H  1.215  -4.997  6.337
H  -0.031  -6.965  3.531
H  0.622  -7.209  5.135
H  -1.124  -7.208  4.906
H  -1.077  -5.795  2.361
H  -1.423  -4.191  0.602
H  -0.916  -2.939  -0.831
H  -1.500  -0.036  -1.489
H  -1.741  0.508  -3.757
H  -2.027  -0.130  -6.108
H  -1.886  -2.500  -6.767
H  -1.372  -4.211  -5.083
H  -1.091  -3.597  -2.742
H  0.261  0.698  -0.284
H  -0.095  3.039  0.287
H  -3.888  3.766  2.288
H  -3.090  4.509  3.687
H  -3.336  5.434  2.197
H  0.239  4.396  2.319
H  -0.659  5.595  1.360
H  -0.830  5.546  3.125
H  -3.021  1.911  3.179
H  -2.700  -0.436  2.598
H  -0.412  -1.018  3.304
H  -0.035  -2.642  5.059
C  1.323  5.226  -3.609
N  2.086  4.069  -3.230
C  3.474  4.109  -3.434
O  4.003  5.098  -3.908
N  4.234  2.987  -3.083
C  5.666  3.037  -3.248
C  3.615  1.866  -2.562
C  2.225  1.836  -2.347
C  1.401  2.981  -2.674
O  0.196  3.005  -2.489
N  1.910  0.643  -1.831
C  3.072  -0.021  -1.758
N  4.121  0.675  -2.181
H  0.259  5.023  -3.483
H  1.615  6.066  -2.983
H  1.534  5.459  -4.651
H  6.111  2.079  -2.977
H  5.901  3.269  -4.286
H  6.074  3.819  -2.609
H  3.147  -1.038  -1.389

The orbital gap comes out at 0.135 hartree. Its maximum force is 2.47 eV/Å. As for the energy above the lowest of the compared OMol25 structures with the same formula, charge and spin: 0.0 kJ/mol. The calculation puts the molar mass at 534.66 g/mol. Its spin multiplicity is 1.

Calculated atomic charges, method Mulliken, unit e:
1. C -1.14
2. N 0.06
3. C -1.11
4. C 1.85
5. C -0.87
6. C -1.12
7. C 0.48
8. C 0.57
9. C -0.44
10. C -0.31
11. C 0.56
12. C -0.39
13. C -0.70
14. C -0.35
15. C -0.77
16. C -0.39
17. C -0.28
18. C -0.57
19. C -0.69
20. C 0.39
21. N 0.10
22. C -1.28
23. C -1.11
24. C -0.68
25. C -0.45
26. C -0.83
27. C -1.08
28. H 0.34
29. H 0.40
30. H 0.35
31. H 0.33
32. H 0.40
33. H 0.34
34. H 0.30
35. H 0.47
36. H 0.28
37. H 0.54
38. H 0.39
39. H 0.40
40. H 0.39
41. H 0.39
42. H 0.40
43. H 1.00
44. H 0.60
45. H 0.44
46. H 0.39
47. H 0.38
48. H 0.40
49. H 0.30
50. H 0.36
51. H 0.52
52. H 0.67
53. H 0.55
54. H 0.26
55. C -1.20
56. N 0.08
57. C 0.34
58. O -0.69
59. N 0.08
60. C -1.09
61. C 1.60
62. C -0.29
63. C 0.32
64. O -0.75
65. N -0.47
66. C -0.60
67. N -0.82
68. H 0.36
69. H 0.33
70. H 0.34
71. H 0.39
72. H 0.30
73. H 0.29
74. H 0.44

2.
A molecular structure, C30H81BBrI2N10O7P3Si2 in a non-equilibrium geometry, computed with ωB97M-V/def2-TZVPD.

Cartesian coordinates (Å):
C  -4.556  -1.303  -2.297
C  -5.525  -0.445  -3.122
B  -5.670  -0.785  -4.653
O  -6.781  -0.269  -5.314
Si  -4.463  -1.954  -5.799
C  -5.618  -2.836  -6.989
N  -3.710  -3.262  -4.919
O  -3.387  -1.116  -6.789
Si  -2.076  -0.318  -6.196
C  -2.482  1.189  -5.150
C  -3.136  2.370  -5.906
C  -4.658  2.527  -5.735
C  -5.403  1.979  -6.934
O  -6.777  2.327  -6.848
C  -0.919  -1.377  -5.128
C  -0.582  -2.727  -5.656
O  -1.142  -3.326  -6.503
Br  1.028  -3.563  -4.865
C  -1.108  0.398  -7.706
I  -2.543  0.484  -9.342
C  0.084  -0.468  -8.148
C  0.527  -0.276  -9.615
I  1.822  0.061  -6.970
H  -4.737  -2.368  -2.400
H  -3.537  -1.072  -2.629
H  -4.579  -0.990  -1.255
H  -6.520  -0.517  -2.659
H  -5.274  0.619  -3.061
H  -7.576  -0.670  -4.941
H  -5.047  -3.124  -7.872
H  -6.484  -2.232  -7.249
H  -5.964  -3.748  -6.496
H  -3.139  -2.967  -4.138
H  -4.413  -3.905  -4.573
H  -1.487  1.536  -4.844
H  -3.005  0.935  -4.226
H  -2.905  2.378  -6.971
H  -2.690  3.277  -5.494
H  -4.862  3.600  -5.725
H  -5.028  2.134  -4.788
H  -4.983  2.473  -7.820
H  -5.231  0.911  -7.091
H  -7.297  1.658  -7.299
H  -1.356  -1.425  -4.125
H  0.013  -0.828  -4.990
H  -0.773  1.412  -7.505
H  -0.138  -1.529  -8.061
H  1.585  -0.534  -9.668
H  0.023  -0.973  -10.278
H  0.457  0.760  -9.933
O  -3.715  -2.798  0.817
P  -2.833  -3.851  1.396
N  -3.906  -5.188  1.522
C  -3.712  -6.357  2.358
C  -4.609  -5.538  0.292
N  -2.524  -3.185  2.944
C  -2.675  -3.936  4.173
C  -2.924  -1.798  3.152
N  -1.356  -4.745  1.416
C  -0.140  -3.929  1.658
C  -1.123  -5.459  0.135
H  -2.943  -7.049  1.983
H  -4.650  -6.913  2.410
H  -3.466  -6.101  3.382
H  -3.972  -6.066  -0.431
H  -4.993  -4.641  -0.194
H  -5.466  -6.177  0.512
H  -3.726  -4.163  4.399
H  -2.271  -3.360  5.009
H  -2.096  -4.860  4.151
H  -4.002  -1.701  3.339
H  -2.668  -1.184  2.295
H  -2.385  -1.383  4.007
H  -0.033  -3.116  0.934
H  0.738  -4.572  1.588
H  -0.141  -3.502  2.655
H  -1.124  -4.784  -0.726
H  -1.880  -6.225  -0.029
H  -0.163  -5.971  0.166
O  -0.071  0.059  4.459
P  0.053  1.333  5.221
N  -0.271  2.508  4.011
C  0.078  3.913  4.077
C  -1.518  2.311  3.275
N  1.725  1.311  5.597
C  2.607  2.440  5.364
C  2.433  0.062  5.341
N  -0.310  2.321  6.592
C  0.161  1.782  7.891
C  -1.771  2.538  6.746
H  -0.551  4.496  4.766
H  -0.038  4.351  3.083
H  1.115  4.073  4.347
H  -2.407  2.603  3.852
H  -1.634  1.266  2.992
H  -1.511  2.897  2.355
H  2.770  2.626  4.296
H  3.584  2.259  5.817
H  2.233  3.346  5.843
H  2.683  -0.065  4.281
H  1.847  -0.795  5.659
H  3.363  0.048  5.917
H  -0.222  0.777  8.089
H  -0.171  2.444  8.691
H  1.244  1.753  7.935
H  -2.328  1.600  6.818
H  -2.170  3.110  5.908
H  -1.966  3.124  7.642
O  5.917  3.230  4.059
P  7.248  3.221  3.394
N  6.828  3.102  1.734
C  7.705  2.671  0.664
C  5.881  4.108  1.260
N  7.860  1.719  3.961
C  8.440  0.719  3.088
C  7.109  1.075  5.033
N  8.838  3.862  3.177
C  9.701  3.811  4.382
C  8.807  5.286  2.756
H  8.465  3.415  0.384
H  7.104  2.472  -0.226
H  8.212  1.739  0.887
H  6.343  5.094  1.113
H  5.063  4.226  1.969
H  5.443  3.800  0.310
H  7.694  0.254  2.430
H  8.898  -0.074  3.684
H  9.250  1.135  2.488
H  6.214  0.559  4.663
H  6.800  1.796  5.784
H  7.746  0.342  5.534
H  9.249  4.316  5.240
H  10.652  4.294  4.158
H  9.925  2.788  4.664
H  8.255  5.917  3.458
H  8.353  5.391  1.771
H  9.822  5.670  2.674

The orbital gap comes out at 0.310 hartree. Its maximum force is 5.77 eV/Å. The calculation puts the molar mass at 1187.66 g/mol. Its spin multiplicity is 1.

Results of the Mulliken charge analysis, in e, for atoms 1 through 99:
1. C -0.90
2. C -0.44
3. B 0.40
4. O -0.64
5. Si 0.85
6. C -1.40
7. N -0.57
8. O -0.51
9. Si 0.24
10. C -0.76
11. C -0.59
12. C -0.50
13. C -0.32
14. O -0.59
15. C -0.83
16. C 0.13
17. O -0.36
18. Br -0.21
19. C -1.30
20. I 0.02
21. C -0.21
22. C -1.55
23. I 0.10
24. H 0.12
25. H -0.02
26. H 0.51
27. H 0.53
28. H 0.31
29. H 0.24
30. H 0.24
31. H 0.31
32. H 0.41
33. H 0.07
34. H 0.31
35. H 0.59
36. H 0.54
37. H 0.15
38. H 0.42
39. H 0.39
40. H 0.02
41. H 0.42
42. H 0.09
43. H 0.33
44. H 0.76
45. H 0.66
46. H 0.82
47. H 0.37
48. H 0.52
49. H 0.41
50. H 0.39
51. O -0.79
52. P 0.66
53. N 0.07
54. C -0.74
55. C -0.99
56. N 0.45
57. C -1.23
58. C -1.00
59. N 0.04
60. C -1.04
61. C -1.10
62. H 0.25
63. H 0.39
64. H 0.19
65. H 0.28
66. H 0.20
67. H 0.40
68. H 0.33
69. H 0.37
70. H 0.34
71. H 0.30
72. H 0.36
73. H 0.18
74. H 0.33
75. H 0.43
76. H 0.28
77. H 0.40
78. H 0.24
79. H 0.40
80. O -0.77
81. P 0.61
82. N 0.10
83. C -0.74
84. C -0.93
85. N 0.28
86. C -1.39
87. C -0.96
88. N 0.03
89. C -1.03
90. C -1.03
91. H 0.24
92. H 0.40
93. H 0.19
94. H 0.28
95. H 0.14
96. H 0.41
97. H 0.38
98. H 0.41
99. H 0.42

3.
C5H8N2 in the gas phase in a non-equilibrium geometry, computed with ωB97M-V/def2-TZVPD.

Cartesian coordinates (Å):
C  -2.152  -0.312  -0.209
C  -0.758  0.036  0.199
C  -0.101  1.222  -0.127
N  1.121  1.209  0.485
C  1.393  -0.115  0.778
N  2.326  -0.459  -0.272
C  0.164  -0.784  0.862
H  -2.388  -1.354  0.024
H  -2.875  0.334  0.293
H  -2.269  -0.175  -1.290
H  -0.484  2.097  -0.629
H  1.920  1.732  0.153
H  2.401  -1.468  -0.362
H  1.675  -0.137  -1.046
H  0.027  -1.825  1.141

The orbital gap comes out at 0.305 hartree. Its maximum force is 1.48 eV/Å. As for the energy above the lowest of the compared OMol25 structures with the same formula, charge and spin: 244.7 kJ/mol. The calculation puts the molar mass at 96.13 g/mol. Its SMILES is Cc1c[nH]c(N)c1. Its spin multiplicity is 1.

Calculated atomic charges, method Mulliken, unit e:
1. C -1.16
2. C 1.13
3. C -1.18
4. N -0.13
5. C 0.31
6. N -0.64
7. C -0.77
8. H 0.31
9. H 0.28
10. H 0.30
11. H 0.38
12. H 0.28
13. H 0.26
14. H 0.26
15. H 0.38

The calculation returns the following electronic energy values, one per record and in order: -46770.2691 -192204.3324 -8292.4601 eV.